ORCA calculation (wB97M-V/def2-TZVPD) on a 3-piece molecular cluster, C16H23N4O8S3 overall.

```
54
Properties=species:S:1:pos:R:3:forces:R:3:lowdin_charge:R:1
C 2.921 2.693 1.399 -0.04 -0.66 0.11 -0.0356
C 2.783 1.312 0.782 -0.03 -0.32 -0.20 -0.2435
C 3.428 0.914 -0.406 -0.59 -0.09 0.61 -0.0294
C 3.223 -0.369 -0.910 -0.09 -0.39 -0.12 -0.0657
C 2.386 -1.306 -0.277 -0.09 1.01 0.55 -0.0445
C 1.737 -0.911 0.896 0.25 0.15 0.01 -0.2328
C 0.767 -1.828 1.646 -0.04 0.45 -0.60 -0.0662
C -0.597 -1.155 1.623 -0.80 -0.27 -0.08 -0.2623
N -1.650 -1.686 2.557 -0.64 0.81 0.65 0.1126
C -2.652 -0.697 2.251 0.67 -2.78 -2.43 -0.2755
N -3.316 0.061 3.109 -0.15 0.90 0.28 0.2033
N -2.756 -0.642 0.878 1.39 2.20 2.07 0.1981
C -1.438 -1.094 0.315 1.62 0.79 0.56 -0.2333
N -0.930 0.038 -0.500 -0.40 -1.61 -0.73 0.0896
C -0.807 -0.243 -1.691 -0.57 0.83 -1.39 -0.7168
S -0.836 -0.438 -3.259 0.37 0.08 1.60 0.8239
C 1.953 0.381 1.410 -0.02 -0.38 -0.34 -0.0162
H 2.948 2.560 2.485 0.00 0.24 -0.10 0.0834
H 3.833 3.207 1.096 -0.14 -0.02 -0.12 0.0810
H 2.037 3.290 1.162 0.17 0.09 -0.02 0.0737
H 4.060 1.632 -0.915 0.05 -0.19 -0.07 0.1134
H 3.717 -0.677 -1.825 0.04 0.13 0.05 0.1064
H 2.221 -2.302 -0.670 0.17 0.06 -0.11 0.1085
H 1.120 -1.977 2.669 -0.28 0.03 -0.02 0.1358
H 0.702 -2.807 1.158 0.05 0.04 0.09 0.1256
H -0.548 -0.091 1.899 0.65 -0.18 0.02 0.1361
H -2.050 -2.532 2.140 0.36 -0.43 0.40 0.1436
H -4.234 -0.134 3.475 -0.09 -0.05 -0.23 0.1436
H -2.818 0.870 3.479 -0.11 -0.07 0.26 0.1147
H -2.728 0.374 0.682 -1.50 -0.22 -0.73 0.1685
H -1.430 -2.039 -0.231 -0.52 0.04 0.11 0.1625
H 1.425 0.663 2.320 0.20 0.09 -0.02 0.1173
C 0.316 -3.749 -4.520 0.02 0.30 -0.32 -0.1992
C -0.991 -4.370 -4.973 -0.16 -0.14 0.42 -0.1748
O -0.610 -5.328 -5.960 0.43 0.20 -0.04 -0.1823
S 0.832 -5.946 -5.585 -0.14 0.06 0.01 0.6206
O 0.641 -7.177 -4.907 0.18 0.14 -0.10 -0.2110
O 1.678 -5.823 -6.715 -0.15 -0.15 0.11 -0.2051
O 1.247 -4.832 -4.494 -0.31 -0.25 0.01 -0.1892
H 0.672 -3.006 -5.237 -0.04 0.03 0.02 0.1325
H 0.241 -3.295 -3.535 0.15 -0.16 0.08 0.0950
H -1.677 -3.641 -5.397 0.04 -0.11 -0.23 0.1336
H -1.485 -4.900 -4.154 0.00 0.05 0.02 0.1336
C -0.982 6.229 2.793 0.48 0.23 -0.18 -0.1433
C -1.269 5.668 1.415 -0.49 0.31 -0.03 -0.1483
O -0.965 4.266 1.530 0.18 -0.14 0.48 -0.1972
S -1.305 3.771 3.016 0.13 0.93 -0.19 0.5990
O -2.599 3.161 3.009 0.30 -0.38 0.18 -0.2479
O -0.172 3.092 3.538 -0.29 -0.34 -0.14 -0.2212
O -1.434 5.208 3.700 -0.25 -0.51 -0.32 -0.1735
H 0.087 6.378 2.951 -0.02 0.00 0.00 0.1391
H -1.510 7.159 2.981 -0.14 -0.14 0.18 0.1423
H -0.659 6.125 0.641 0.14 -0.24 -0.01 0.1409
H -2.324 5.769 1.155 0.03 0.02 0.00 0.1369
```
Positions in Å, forces in eV/Å.

For the orbital gap, the calculation gives 0.2382 hartree. As for the multiplicity: 1. The calculation puts the calculated total energy at -71800.7734 eV. The total charge is +1.


ORCA calculation (wB97M-V/def2-TZVPD) on C16H23N6O5P as an isolated structure.

```
51
Properties=species:S:1:pos:R:3:forces:R:3:lowdin_charge:R:1
C -3.611 -1.389 1.316 -0.86 0.42 0.73 -0.0356
C -3.144 -0.992 -0.048 0.28 0.34 0.51 -0.6116
C -3.909 -1.847 -1.045 -0.05 -0.12 -0.71 -0.0308
C -3.323 0.477 -0.375 0.28 0.50 0.02 -0.0612
N -1.670 -1.261 0.010 1.62 0.01 -1.94 -0.1877
P -0.441 -0.376 -0.700 -0.72 0.96 -1.34 1.2517
H 0.588 1.188 0.348 0.36 0.09 1.80 0.0231
N 0.565 -1.687 -0.945 -2.26 0.78 -0.04 -0.2013
C 1.577 -1.856 -2.023 0.09 0.30 0.52 -0.6245
C 2.702 -2.568 -1.346 1.27 -0.11 -0.03 -0.0391
C 1.916 -0.460 -2.508 0.09 0.45 0.05 -0.0622
C 1.120 -2.750 -3.166 -0.38 0.09 -0.46 -0.0260
C -0.024 -2.772 -0.385 0.03 -0.56 0.19 -0.1165
C -1.235 -2.539 0.130 -0.01 -0.50 0.26 -0.1184
H -3.091 -0.843 2.089 0.15 0.21 0.25 0.0864
H -4.671 -1.171 1.394 -0.23 0.02 0.16 0.1024
H -3.493 -2.453 1.484 -0.01 -0.16 0.06 0.0790
H -3.611 -1.702 -2.086 0.21 0.00 0.09 0.0929
H -3.902 -2.911 -0.812 0.22 -0.04 0.03 0.0862
H -4.960 -1.540 -0.995 0.18 0.04 0.10 0.0998
H -2.962 0.710 -1.405 -0.23 -0.13 0.72 0.0870
H -4.384 0.697 -0.335 -0.14 0.15 -0.04 0.0952
H -2.817 1.107 0.385 -0.27 -0.33 -0.56 0.0669
H 2.423 -3.580 -1.058 0.01 -0.02 0.01 0.0816
H 3.520 -2.660 -2.054 0.25 -0.06 0.01 0.1016
H 3.058 -2.039 -0.470 0.10 0.19 0.18 0.0923
H 1.048 0.016 -3.023 0.60 -0.28 0.39 0.0857
H 2.271 0.175 -1.665 -0.23 -0.30 -0.54 0.0877
H 2.724 -0.551 -3.230 0.09 0.18 -0.07 0.0948
H 0.235 -2.394 -3.697 -0.09 0.09 0.19 0.0934
H 1.927 -2.764 -3.902 0.01 0.04 0.08 0.0985
H 0.969 -3.786 -2.869 -0.13 0.05 0.16 0.0871
H 0.517 -3.669 -0.435 0.20 -1.21 0.20 0.1126
H -1.890 -3.207 0.600 -0.44 -1.17 0.45 0.1109
O 3.971 5.561 2.203 -1.80 -0.87 0.00 0.0217
N 2.748 5.339 2.335 0.13 1.42 0.58 -0.3393
O 1.978 6.229 2.848 1.27 -2.27 -1.24 -0.0289
C 2.195 4.072 1.913 -4.33 2.83 0.92 -0.0980
C 0.698 3.946 2.015 4.61 -0.96 -1.15 0.1142
C 0.165 2.756 1.658 -1.90 -1.29 1.52 -0.1667
N -1.244 2.485 2.083 1.09 0.97 1.46 -0.3227
O -1.832 3.485 2.498 -0.55 -1.14 -0.71 0.0377
O -1.702 1.313 2.221 0.97 1.55 -0.97 -0.0424
C 0.944 1.535 1.422 -3.79 -4.47 -1.51 -0.1803
C 2.334 1.678 1.263 4.70 -2.10 0.76 -0.2693
N 3.264 0.618 1.193 -0.79 5.89 0.83 0.1605
O 4.508 1.406 1.468 -2.12 -0.71 -0.69 -0.1392
N 4.281 2.723 1.692 -2.79 -0.36 -0.94 0.1285
C 2.908 2.949 1.522 5.40 -2.38 0.88 -0.1700
H 0.103 4.733 2.335 -0.70 1.33 0.56 0.1013
H 0.660 0.566 2.152 0.60 2.66 -1.71 0.1909
```
Positions in Å, forces in eV/Å.

For the orbital gap, the calculation gives 0.1820 hartree. As for the multiplicity: 1. The calculation puts the calculated total energy at -45420.5505 eV.


ORCA calculation (wB97M-V/def2-TZVPD) on one molecule with the formula C16H23NO3.

```
43
Properties=species:S:1:pos:R:3:forces:R:3:lowdin_charge:R:1
O 1.572 0.587 -0.363 -0.50 -0.12 0.40 0.0812
O 1.177 0.787 6.092 0.13 0.10 0.53 -0.0476
O -1.562 0.132 2.151 1.03 0.25 0.90 0.0043
C 0.628 0.393 0.398 1.11 0.05 -0.36 -0.2836
C -0.282 0.330 2.660 0.00 0.29 -1.78 -0.1553
C 0.819 0.477 1.867 -1.65 -0.48 0.06 -0.0558
N -1.749 -1.871 -1.433 -0.68 0.42 0.31 -0.1592
C -1.912 -2.429 -2.770 -0.40 1.53 0.53 -0.1701
C -1.957 -2.765 -0.294 1.00 1.69 -0.50 -0.1545
C -1.530 -1.198 -3.652 -1.18 -1.51 -1.05 -0.1644
C -0.241 0.467 4.135 -0.32 0.22 0.99 -0.0437
C 2.692 2.140 2.179 0.70 0.30 0.73 -0.0518
C 2.204 0.329 3.971 0.78 1.22 -0.50 -0.1057
C -0.606 -0.358 -2.811 1.15 0.10 -0.24 -0.1425
C -1.574 -2.009 1.003 -1.37 0.00 -0.80 -0.0802
C 1.066 1.022 4.682 0.58 -0.44 0.27 -0.3863
C 2.175 0.715 2.462 0.72 -0.12 0.32 -0.3040
C -0.619 -0.920 -1.396 0.29 -2.03 0.48 -0.2376
C -0.739 0.069 -0.198 0.30 -0.11 0.14 -0.1089
C -1.713 -0.477 0.865 -0.17 -0.04 -1.07 -0.2379
H 2.034 1.127 6.456 -1.15 -0.37 -0.88 0.1135
H -2.959 -2.749 -2.891 0.34 0.05 -0.12 0.1190
H -1.271 -3.283 -2.959 0.44 -0.39 -0.07 0.1054
H -1.367 -3.669 -0.393 0.30 -0.47 0.07 0.1118
H -2.988 -3.034 -0.295 -0.91 -0.32 0.09 0.1055
H -2.452 -0.640 -3.940 0.67 -0.45 0.18 0.1143
H -1.043 -1.584 -4.577 -0.39 0.54 0.49 0.1113
H -1.057 1.103 4.469 -0.30 -0.04 -0.05 0.1382
H -0.391 -0.507 4.586 -0.19 -0.37 0.14 0.1405
H 2.038 2.904 2.606 -0.15 -0.08 -0.01 0.0715
H 3.695 2.308 2.682 -0.95 -0.31 -0.80 0.0968
H 2.747 2.333 1.100 0.18 -0.16 0.33 0.0750
H 3.148 0.724 4.425 -0.45 -0.48 -0.45 0.1280
H 2.174 -0.763 4.119 -0.16 0.40 -0.03 0.1372
H 0.412 -0.475 -3.217 -0.29 0.54 0.25 0.1221
H -0.919 0.675 -2.867 0.22 0.36 0.17 0.1100
H -0.580 -2.297 1.244 1.02 0.13 0.44 0.1086
H -2.232 -2.378 1.783 0.02 0.15 0.34 0.1178
H 1.080 2.101 4.537 0.17 0.14 -0.34 0.1445
H 2.885 0.043 1.988 0.03 -0.15 -0.35 0.1381
H 0.307 -1.559 -1.271 -0.34 0.85 0.09 0.1629
H -1.109 1.022 -0.604 -0.03 -0.11 0.24 0.1607
H -2.702 -0.142 0.464 0.45 -0.76 0.91 0.1710
```
Positions in Å, forces in eV/Å.

For the orbital gap, the calculation gives 0.3280 hartree. The SMILES is C[C@H]1C[C@H](O)CC2=C1C(=O)[C@@H]1[C@@H](CCN3CCC[C@@H]13)O2. As for the multiplicity: 1. The value obtained for the energy above the lowest of the compared OMol25 structures with the same formula, charge and spin is 230.51 kJ/mol. The calculation puts the calculated total energy at -24597.2831 eV.


ORCA calculation (wB97M-V/def2-TZVPD) on one molecule with the formula C16H23NO4.

```
44
Properties=species:S:1:pos:R:3:forces:R:3:lowdin_charge:R:1
C -0.469 -2.299 1.350 0.12 -0.26 -0.11 -0.0681
H -1.416 -2.530 0.868 -0.16 0.02 0.01 0.0813
H -0.442 -2.799 2.317 -0.02 0.01 0.12 0.0814
H -0.415 -1.227 1.523 -0.05 0.13 0.07 0.0725
C 0.701 -2.763 0.487 0.02 0.12 -0.03 -0.3986
C 2.027 -2.346 1.123 -0.15 -0.15 -0.03 -0.0663
H 2.864 -2.602 0.475 0.15 -0.01 -0.03 0.0830
H 2.161 -2.861 2.072 0.06 -0.04 0.10 0.0789
H 2.049 -1.277 1.314 0.05 0.07 0.06 0.0686
C 0.571 -2.314 -0.976 0.08 0.17 0.16 -0.0944
C 0.411 -0.811 -1.250 -0.36 -0.70 -0.70 -0.1833
H 0.507 -0.679 -2.339 -0.10 0.03 0.28 0.1657
C -0.990 -0.297 -0.881 0.85 0.40 0.16 -0.4597
O -1.976 -0.873 -1.288 -0.38 -0.23 -0.13 0.0823
N -0.991 0.824 -0.141 0.33 0.33 0.17 0.1165
H -0.092 1.191 0.128 -0.07 -0.09 -0.05 0.1393
C -2.178 1.559 0.265 -0.15 -0.09 -0.11 -0.2692
C -3.190 0.696 1.052 -0.08 -0.09 -0.03 -0.1331
H -2.783 -0.290 1.262 0.05 -0.02 0.11 0.0982
H -3.424 1.181 2.001 0.00 -0.01 0.04 0.1103
C -4.436 0.621 0.170 -0.10 0.04 0.12 -0.1941
H -5.344 0.455 0.747 -0.06 -0.06 0.00 0.1058
H -4.316 -0.187 -0.551 -0.04 -0.03 0.00 0.1033
C -4.429 1.959 -0.562 0.04 -0.08 -0.09 -0.1920
H -4.736 2.760 0.113 -0.07 0.06 0.02 0.1104
H -5.083 1.968 -1.432 -0.07 0.08 -0.02 0.1075
C -2.960 2.118 -0.941 -0.05 0.15 0.04 -0.1403
H -2.745 1.500 -1.812 0.02 0.02 -0.03 0.1107
H -2.686 3.148 -1.166 0.06 0.02 -0.06 0.1084
H -1.818 2.377 0.895 0.00 -0.10 -0.07 0.1439
O 1.419 -0.018 -0.623 -0.11 0.13 0.24 0.0151
C 2.592 0.088 -1.261 0.06 0.01 -0.20 -0.4234
O 2.839 -0.400 -2.336 0.02 0.09 0.25 0.1383
C 3.545 0.886 -0.486 0.94 0.03 -0.51 -0.1762
C 4.851 1.208 -0.769 -0.91 -0.32 0.01 0.0214
C 5.307 1.978 0.318 -0.34 0.12 0.44 -0.0433
C 4.251 2.068 1.180 0.82 0.24 -0.11 -0.0980
O 3.188 1.416 0.706 -0.51 -0.15 0.08 0.0638
H 4.146 2.556 2.130 -0.12 0.02 0.12 0.1261
H 6.280 2.405 0.446 0.18 0.11 0.09 0.1044
H 5.392 0.920 -1.646 0.06 -0.10 -0.21 0.1225
H -0.312 -2.785 -1.413 0.05 0.03 -0.07 0.1253
H 1.449 -2.662 -1.524 -0.06 0.01 -0.07 0.1211
H 0.681 -3.860 0.454 0.00 0.08 -0.01 0.1341
```
Positions in Å, forces in eV/Å.

For the orbital gap, the calculation gives 0.3632 hartree. The SMILES is CC(C)C[C@H](OC(=O)c1ccco1)C(=O)NC1CCCC1. As for the multiplicity: 1. The value obtained for the energy above the lowest of the compared OMol25 structures with the same formula, charge and spin is 83.43 kJ/mol. The calculation puts the calculated total energy at -26645.9355 eV.


ORCA calculation (wB97M-V/def2-TZVPD) on a 5-piece molecular cluster, C16H23O16P overall.

```
56
Properties=species:S:1:pos:R:3:forces:R:3:lowdin_charge:R:1
O -4.872 -2.181 4.132 -2.07 -3.21 2.25 0.1654
C -4.280 -1.321 3.642 1.20 2.03 -3.10 -0.5492
C -4.395 -0.898 2.152 -0.30 0.59 1.79 -0.0836
C -3.928 0.535 2.301 0.68 0.39 -1.20 -0.4210
P -3.615 1.346 0.660 -0.19 -0.83 -1.79 0.8744
O -4.806 2.522 0.621 0.53 -0.46 0.90 -0.2975
O -2.239 2.223 0.780 -0.51 -0.17 0.45 -0.2826
C -2.808 0.363 3.286 -0.86 -0.15 0.97 -0.1186
O -3.429 -0.522 4.272 0.84 0.68 0.64 0.0393
H -3.778 -1.534 1.547 0.22 -0.21 -0.53 0.1133
H -5.444 -0.933 1.945 -0.50 -0.46 -0.65 0.1181
H -4.742 1.065 2.782 -0.12 0.38 0.33 0.1184
H -4.930 2.829 1.533 -0.20 0.39 -0.22 0.0451
H -2.478 3.126 0.510 0.45 0.20 0.41 0.0134
H -1.948 -0.196 2.958 0.51 0.36 -0.62 0.1258
H -2.595 1.295 3.775 0.57 0.21 0.31 0.1283
C -4.435 7.426 0.067 -0.10 0.21 -0.06 -0.1107
C -3.858 6.702 -1.129 -0.09 0.08 -0.23 -0.1098
O -2.913 5.815 -0.519 -0.07 0.00 0.13 0.0683
C -3.297 5.611 0.762 -0.11 0.13 -0.03 -0.5591
O -2.823 4.791 1.484 -0.07 0.16 -0.05 0.1453
O -4.293 6.455 1.109 0.13 -0.07 -0.07 0.0716
H -5.479 7.700 -0.062 -0.04 -0.13 0.14 0.1340
H -3.864 8.316 0.335 0.04 -0.04 0.00 0.1344
H -4.603 6.109 -1.661 0.00 -0.03 0.05 0.1358
H -3.362 7.366 -1.832 0.17 -0.09 0.05 0.1334
C -0.483 -0.135 -2.743 0.13 0.27 -0.20 -0.1064
C -0.914 -1.566 -2.938 -0.05 -0.15 -0.29 -0.1121
O -0.856 -2.085 -1.605 -0.12 0.17 0.03 0.0293
C -0.982 -1.041 -0.744 -0.12 0.29 -0.17 -0.5772
O -1.138 -1.160 0.428 0.00 -0.05 0.19 0.1471
O -0.900 0.139 -1.400 0.04 -0.41 0.04 0.0486
H -0.960 0.552 -3.437 -0.09 0.08 0.15 0.1345
H 0.600 -0.013 -2.807 0.00 -0.05 0.02 0.1305
H -1.938 -1.653 -3.304 -0.01 0.03 0.06 0.1352
H -0.250 -2.123 -3.596 0.06 -0.09 0.16 0.1297
C 3.318 -3.379 -0.716 0.05 -0.02 0.16 -0.1034
C 2.021 -3.138 -1.451 -0.07 -0.19 0.19 -0.1125
O 2.435 -2.320 -2.553 0.14 -0.04 0.06 0.0503
C 3.755 -2.547 -2.775 -0.02 -0.05 0.04 -0.5648
O 4.360 -2.150 -3.714 0.05 0.04 -0.04 0.1703
O 4.288 -3.294 -1.773 -0.16 0.09 -0.02 0.0396
H 3.360 -4.351 -0.231 0.15 -0.05 -0.13 0.1364
H 3.533 -2.603 0.021 0.00 0.03 -0.04 0.1380
H 1.587 -4.061 -1.841 0.02 0.01 -0.02 0.1416
H 1.281 -2.628 -0.849 -0.02 0.12 -0.06 0.1173
C 7.984 -2.658 -0.270 0.06 0.13 -0.15 -0.1162
C 7.567 -4.096 -0.469 -0.06 -0.12 -0.24 -0.1152
O 7.670 -4.635 0.853 0.02 0.20 0.04 0.0581
C 7.557 -3.609 1.736 0.00 0.00 -0.10 -0.5683
O 7.432 -3.736 2.908 -0.01 0.00 0.07 0.1690
O 7.600 -2.415 1.088 0.00 -0.17 -0.01 0.0561
H 7.475 -1.971 -0.942 -0.09 0.06 0.15 0.1319
H 9.062 -2.516 -0.363 0.00 -0.04 0.04 0.1321
H 6.534 -4.187 -0.807 0.01 0.04 0.00 0.1151
H 8.216 -4.635 -1.155 0.05 -0.11 0.15 0.1334
```
Positions in Å, forces in eV/Å.

For the orbital gap, the calculation gives 0.3171 hartree. The SMILES is O=C1C[C@H](P(O)O)CO1.O=C1OCCO1.O=C1OCCO1.O=C1OCCO1.O=C1OCCO1. As for the multiplicity: 1. The calculation puts the calculated total energy at -59014.7706 eV.